[1]
This record from the OMol25 dataset describes a 12-piece molecular cluster, C4H29NO14 overall in a non-equilibrium geometry. The level of theory is ωB97M-V with the def2-TZVPD basis set.

Computed properties:
- HOMO-LUMO gap (eV) = 10.6
- energy relative to the best compared isomer or geometry (same formula, charge and spin) (kcal per mole) = 45.72
- SMILES = O=CNC(=O)CCO.O.O.O.O.O.O.O.O.O.O.O
- HOMO energy (eV) = -10.46
- E_LUMO (eV) = 0.2

CARTESIAN COORDINATES (ANGSTROEM)
O -0.1456 -3.0056 2.3324
C -0.6762 -2.1325 1.6976
N 0.0213 -1.5436 0.6272
C -0.2520 -0.3249 0.0430
O 0.5223 0.0937 -0.8142
C -1.4973 0.4579 0.3923
C -0.9286 1.6809 1.1744
O -2.1187 2.1576 1.9428
H -1.6695 -1.7447 1.9342
H 0.8734 -2.0735 0.4806
H -2.1797 -0.1521 0.9672
H -1.9046 0.7417 -0.5690
H -0.3476 1.3813 2.0417
H -0.5448 2.4576 0.5330
H -1.9229 3.0412 2.2584
O -0.9629 -2.7273 -2.8627
H -0.4006 -2.8308 -3.6513
H -0.2139 -2.3828 -2.3314
O -2.7323 -0.7054 -2.1056
H -2.1576 -1.4593 -2.3687
H -3.6283 -0.9993 -1.9141
O -2.9910 -0.0625 3.3994
H -2.8734 0.7466 2.8587
H -3.9172 -0.2943 3.3872
O 2.6549 -0.9302 2.6009
H 2.8846 -0.0148 2.7566
H 1.8665 -1.0146 3.1598
O 2.4470 -1.2059 -2.7868
H 3.2876 -1.6579 -2.8999
H 2.3521 -0.9359 -1.8730
O 2.8473 2.2760 -3.1388
H 2.3072 1.4816 -3.0844
H 2.2954 3.0497 -3.0288
O -1.8429 1.3468 -3.7215
H -2.2690 0.6319 -3.2146
H -1.5427 0.9791 -4.5580
O 0.0662 -0.5058 4.1248
H -0.1156 -0.9761 4.9510
H -0.8111 -0.1285 3.9629
O 2.8153 -1.9465 0.0704
H 2.7415 -1.5959 0.9876
H 3.7436 -1.9235 -0.1359
O 0.0720 2.9291 -2.1434
H -0.5011 2.1545 -2.2619
H 0.5087 2.5842 -1.3507
O 2.0707 1.7691 1.0801
H 2.8098 2.2370 0.6501
H 1.9597 1.0767 0.4007

Forces on the atoms, in the same order (eV/Å):
O -0.320 -0.196 -0.152
C 0.658 0.122 0.045
N -1.399 -0.227 1.160
C 0.579 -0.863 -1.251
O -0.168 0.194 0.373
C 2.063 0.328 0.174
C -3.085 -0.881 1.813
O 0.190 0.207 -1.049
H -0.058 0.082 -0.063
H 0.378 0.563 -0.663
H -0.253 0.348 0.157
H -0.321 0.152 0.114
H 1.244 -0.141 -0.824
H 0.305 0.044 0.037
H -0.046 0.183 0.142
O 1.789 0.388 -0.010
H -0.895 -0.208 -0.368
H -0.659 -0.064 0.510
O 0.201 -0.049 0.048
H -0.599 0.066 -0.046
H 0.228 -0.278 -0.173
O 0.632 0.170 -0.192
H -0.206 -0.062 0.262
H -0.291 0.029 -0.003
O -0.297 -0.166 0.435
H 0.256 0.519 -0.297
H -0.176 -0.296 -0.131
O -0.329 0.005 -0.854
H -0.041 0.111 0.266
H 0.084 -0.140 0.563
O 0.946 -0.203 0.023
H -0.307 0.249 -0.024
H -0.625 -0.192 0.009
O -0.009 0.152 0.185
H 0.064 -0.045 -0.298
H -0.040 -0.069 0.153
O -0.430 0.098 0.467
H 0.381 -0.120 -0.157
H 0.004 0.055 -0.287
O -0.540 0.182 0.272
H 0.282 -0.011 -0.126
H 0.530 -0.127 -0.028
O -0.041 -0.734 0.952
H -0.359 0.297 -1.049
H 0.501 0.505 -0.020
O 0.881 -0.114 -1.071
H -0.256 0.222 0.568
H -0.445 -0.085 0.409


[2]
This record from the OMol25 dataset describes one molecule with the formula C19H16N4O5S2. The level of theory is ωB97M-V with the def2-TZVPD basis set.

Computed properties:
- HOMO-LUMO gap (eV) = 8.7
- energy relative to the best compared isomer or geometry (same formula, charge and spin) (kcal per mole) = 0.00
- SMILES = NC(=O)c1cc(NC(=O)c2ccc(NS(=O)(=O)c3cccs3)cc2)cc(C(N)=O)c1
- HOMO energy (eV) = -8.79
- E_LUMO (eV) = -0.1

CARTESIAN COORDINATES (ANGSTROEM)
N -5.7732 -0.9843 1.8368
C -4.5948 -1.6343 1.6601
O -4.3733 -2.7162 2.1538
C -3.5916 -0.9081 0.8184
C -3.4870 0.4765 0.8260
C -2.5113 1.1138 0.0612
N -2.4356 2.5053 0.0919
C -1.3720 3.3357 -0.1732
O -1.5706 4.5056 -0.4266
C -0.0137 2.7521 -0.0553
C 0.9826 3.1611 -0.9382
C 2.2687 2.6799 -0.8156
C 2.5968 1.8061 0.2231
N 3.8891 1.3366 0.3512
S 4.4245 0.0407 1.2735
O 5.8372 0.0165 1.0623
O 3.9038 0.1428 2.5977
C 3.7157 -1.3529 0.4550
C 4.3956 -2.2661 -0.2921
C 3.5444 -3.2633 -0.8131
C 2.2465 -3.0829 -0.4481
S 2.0304 -1.6923 0.5362
C 1.6100 1.4298 1.1350
C 0.3197 1.8932 0.9906
C -1.6814 0.3556 -0.7615
C -1.7874 -1.0294 -0.7735
C -0.9211 -1.8867 -1.6359
N -0.4436 -1.2975 -2.7595
O -0.6534 -3.0368 -1.3578
C -2.7216 -1.6601 0.0395
H -6.0157 -0.1604 1.3178
H -6.4964 -1.4541 2.3564
H -4.1302 1.0741 1.4562
H -3.3084 2.9979 0.2394
H 0.7306 3.8557 -1.7255
H 3.0343 2.9910 -1.5113
H 4.5660 1.6495 -0.3247
H 5.4579 -2.2125 -0.4412
H 3.8855 -4.0786 -1.4245
H 1.3856 -3.6679 -0.7090
H 1.8749 0.8024 1.9692
H -0.4281 1.6032 1.7129
H -0.9418 0.8590 -1.3640
H -0.7654 -0.4009 -3.0746
H 0.0976 -1.8618 -3.3937
H -2.7798 -2.7371 0.0547

Forces on the atoms, in the same order (eV/Å):
N -0.323 0.171 0.119
C -0.130 0.132 -0.003
O 0.151 -0.251 -0.003
C 0.332 -0.011 -0.221
C 0.182 -0.015 -0.106
C -0.088 -0.488 -0.157
N -0.464 0.315 0.239
C -0.045 0.104 0.041
O 0.088 0.070 -0.091
C 0.361 0.117 0.117
C -0.229 -0.076 0.117
C 0.186 -0.124 0.083
C -0.720 0.050 0.178
N 0.749 -0.373 0.463
S 0.087 0.025 -0.646
O -0.042 -0.021 -0.239
O -0.292 0.026 -0.174
C -0.069 0.439 0.449
C 0.136 0.246 0.116
C -0.114 -0.003 0.030
C 0.001 0.248 0.194
S 0.129 -0.466 -0.222
C -0.038 0.122 0.024
C 0.035 0.184 -0.222
C -0.172 -0.120 0.004
C -0.270 0.110 0.391
C 0.096 0.236 -0.301
N 0.117 0.094 -0.212
O -0.094 -0.340 0.198
C 0.001 -0.017 0.021
H 0.023 -0.062 -0.035
H 0.066 0.003 -0.017
H -0.036 0.066 0.102
H 0.197 0.014 -0.103
H -0.003 0.082 -0.055
H 0.077 0.032 -0.097
H 0.175 -0.108 -0.026
H 0.221 0.012 -0.027
H 0.030 -0.153 -0.103
H -0.143 -0.093 -0.046
H -0.090 0.006 0.111
H -0.077 -0.054 0.068
H 0.040 -0.007 -0.063
H -0.029 -0.032 0.015
H -0.013 0.007 0.072
H 0.002 -0.099 0.017


[3]
This record from the OMol25 dataset describes a 3-piece molecular cluster, C12H30ClN2O4 overall in a non-equilibrium geometry. The level of theory is ωB97M-V with the def2-TZVPD basis set.

Computed properties:
- HOMO-LUMO gap (eV) = 7.0
- net charge = -1
- energy relative to the best compared isomer or geometry (same formula, charge and spin) (kcal per mole) = 35.38
- HOMO energy (eV) = -4.18
- E_LUMO (eV) = 2.8

CARTESIAN COORDINATES (ANGSTROEM)
Cl -0.1650 -0.4741 -0.2510
C -1.1864 0.5663 -5.3073
O -2.3844 0.3963 -4.5854
C -2.3012 -0.3817 -3.4066
C -3.6777 -0.3318 -2.6717
N -3.6339 -0.9597 -1.3608
C -4.8421 -0.7080 -0.5926
C -6.0910 -1.4497 -1.1337
O -6.7646 -0.8617 -2.2399
C -7.9161 -1.5468 -2.6947
H -1.0753 -0.3777 -5.8408
H -0.3618 0.9801 -4.7268
H -1.2145 1.2033 -6.1914
H -1.4574 0.0040 -2.8344
H -2.0355 -1.4151 -3.6292
H -4.3710 -0.9882 -3.1976
H -4.0453 0.6819 -2.5126
H -2.8610 -0.6441 -0.7923
H -5.0802 0.3361 -0.3895
H -4.6347 -1.1167 0.3964
H -6.8343 -1.5566 -0.3436
H -5.8389 -2.4605 -1.4547
H -7.5496 -2.4455 -3.1908
H -8.3851 -0.9038 -3.4395
H -8.5709 -1.6601 -1.8308
C 2.7849 3.9100 3.5686
O 2.6884 2.5028 3.3045
C 2.5571 2.1851 1.9408
C 2.5935 0.6855 1.6491
N 3.9209 0.0517 1.7072
C 4.6146 0.2699 2.9471
C 5.9461 -0.5108 2.9839
O 5.7245 -1.9011 3.1677
C 6.9040 -2.6588 3.1474
H 3.5089 4.4045 2.9210
H 2.9081 4.2177 4.6070
H 1.8358 4.3778 3.3067
H 3.3618 2.5692 1.3139
H 1.6679 2.6641 1.5309
H 2.2879 0.4220 0.6365
H 1.9584 0.1738 2.3722
H 4.5223 0.4694 1.0117
H 4.0507 -0.0031 3.8391
H 4.8235 1.3351 3.0462
H 6.5409 -0.1369 3.8172
H 6.4680 -0.3233 2.0455
H 7.3449 -2.5700 2.1545
H 6.6720 -3.7146 3.2872
H 7.5928 -2.3063 3.9152

Forces on the atoms, in the same order (eV/Å):
Cl -0.189 0.122 -0.084
C -0.417 -0.882 -0.524
O -0.871 1.305 -0.754
C 0.031 0.350 0.509
C 1.085 -0.688 0.176
N -0.198 -0.093 0.511
C -0.368 -1.063 -0.403
C -0.323 -0.322 -0.162
O 0.532 1.452 -0.198
C 1.330 0.767 0.375
H 1.322 -0.554 0.481
H 0.218 -0.714 0.338
H -1.153 0.804 0.294
H -0.210 0.009 0.691
H -0.144 -0.304 -0.159
H -0.265 0.745 -0.626
H -0.071 0.345 -0.827
H 0.690 0.036 -0.137
H -0.125 0.523 -0.425
H -0.222 -0.245 0.097
H -0.081 0.048 0.477
H 0.508 -0.295 0.235
H -0.646 -0.580 0.192
H -0.052 -0.032 0.061
H -0.397 -0.669 -0.180
C -1.086 -0.198 -1.089
O 0.662 0.690 1.205
C -0.061 -0.095 -1.196
C 0.421 -0.557 0.374
N -0.250 -0.012 0.528
C 1.139 -0.422 0.404
C -0.900 0.068 0.173
O -0.524 0.145 0.139
C -0.305 0.296 -0.468
H 0.472 -0.135 0.097
H 0.494 -0.904 0.122
H -0.369 0.067 -0.255
H 0.641 0.651 0.213
H -0.452 -0.212 0.013
H -0.871 0.542 0.187
H -0.177 -0.156 -0.230
H -0.119 -0.015 -0.502
H -0.391 -0.168 -0.223
H 0.433 0.219 0.432
H 0.313 0.144 0.120
H 0.332 -0.074 -0.220
H 0.488 0.028 -0.104
H -0.184 0.125 0.233
H 0.309 -0.088 0.092


[4]
This record from the OMol25 dataset describes C21H22Cl5N3OSSeSiV as an isolated structure. The level of theory is ωB97M-V with the def2-TZVPD basis set.

Computed properties:
- HOMO-LUMO gap (spin up / spin down) (eV) = 6.7 / 8.0
- spin multiplicity = 4
- HOMO energy (spin up / spin down) (eV) = -6.68 / -7.99
- E_LUMO (spin up / spin down) (eV) = 0.0 / 0.0

CARTESIAN COORDINATES (ANGSTROEM)
V -1.1972 -0.4193 -0.0122
Cl -4.4185 -1.7397 6.2887
C -3.6493 -1.0452 4.9136
C -3.1140 -1.8619 3.9213
Cl -3.2311 -3.5747 4.0346
C -2.4897 -1.2815 2.8318
Cl -1.8796 -2.2793 1.5221
C -2.3377 0.1055 2.6700
O -1.7367 0.6247 1.6525
C -2.9229 0.9034 3.6767
Cl -2.8161 2.6169 3.4973
C -3.5595 0.3389 4.7710
Cl -4.2492 1.3613 5.9743
C 4.6708 -1.0072 -1.3534
Si 3.6478 -2.0838 -0.2111
C 4.3932 -2.0104 1.5062
C 3.6897 -3.8466 -0.8311
C 1.9309 -1.4715 -0.1735
C 0.7595 -1.1167 -0.1519
H 5.7008 -1.3589 -1.4081
H 4.6928 0.0273 -1.0135
H 4.2592 -1.0148 -2.3629
H 5.4289 -2.3531 1.4955
H 3.8353 -2.6416 2.1979
H 4.3816 -0.9959 1.9056
H 4.7139 -4.2193 -0.8736
H 3.2593 -3.9186 -1.8299
H 3.1168 -4.5014 -0.1749
C 0.1892 -0.8348 -3.8869
N -0.9856 0.0143 -4.0245
C -1.0602 1.1501 -4.7946
C -2.2587 1.7236 -4.5425
N -2.8973 0.9268 -3.6195
C -4.1564 1.2413 -2.9705
C -2.1100 -0.1100 -3.2992
Se -2.4843 -1.4801 -2.0791
H 0.9597 -0.4347 -4.5419
H -0.0611 -1.8557 -4.1739
H 0.5287 -0.8181 -2.8467
H -0.2572 1.4446 -5.4402
H -2.7125 2.6162 -4.9254
H -4.5341 2.1605 -3.4112
H -3.9848 1.3819 -1.9012
H -4.8672 0.4297 -3.1215
S -0.6049 1.7830 -1.1612
C 0.1607 2.2915 0.2918
N 1.3385 1.7162 0.6502
C 2.0318 2.0088 1.7708
C 1.5732 2.9735 2.6218
C 0.3513 3.5963 2.3050
C -0.3435 3.2675 1.1708
H 1.6076 0.8750 0.1173
H 2.9291 1.4303 1.9269
H 2.1305 3.2204 3.5102
H -0.0637 4.3327 2.9794
H -1.2982 3.7121 0.9331

Forces on the atoms, in the same order (eV/Å):
V -0.081 0.321 -0.214
Cl -0.014 -0.014 0.015
C -0.009 -0.130 -0.003
C -0.019 0.053 0.030
Cl -0.007 0.020 0.015
C 0.033 -0.255 -0.195
Cl -0.122 0.040 0.349
C -0.090 0.035 0.019
O 0.090 -0.056 -0.170
C 0.070 -0.034 0.071
Cl -0.040 -0.057 0.016
C -0.009 0.125 0.048
Cl 0.009 -0.022 0.002
C -0.049 -0.023 -0.024
Si 0.052 -0.007 -0.001
C -0.044 -0.028 -0.012
C -0.025 0.029 0.025
C 0.496 -0.046 -0.047
C -0.304 0.000 0.113
H 0.085 -0.047 0.002
H -0.014 0.111 0.041
H -0.025 0.001 -0.061
H 0.053 -0.018 -0.003
H -0.033 -0.033 0.033
H 0.004 0.070 0.006
H 0.058 -0.023 -0.004
H -0.021 0.002 -0.051
H -0.034 -0.033 0.033
C -0.047 -0.048 0.101
N 0.006 0.089 0.078
C -0.209 0.134 -0.006
C 0.216 -0.062 -0.110
N 0.020 0.116 0.012
C -0.050 -0.067 0.082
C 0.110 -0.471 0.296
Se -0.044 0.133 -0.185
H 0.014 -0.057 0.024
H 0.046 0.040 0.042
H -0.023 -0.029 -0.121
H 0.060 0.070 -0.074
H 0.001 0.085 -0.049
H -0.048 -0.020 0.037
H -0.044 -0.010 -0.106
H 0.033 0.058 0.039
S -0.123 0.020 0.092
C 0.289 0.029 0.080
N -0.174 -0.161 -0.022
C -0.282 0.139 -0.069
C -0.091 -0.080 -0.239
C 0.095 0.000 0.056
C 0.174 -0.035 -0.163
H -0.018 0.115 0.003
H 0.032 -0.024 0.035
H -0.013 0.027 0.068
H 0.022 0.028 0.038
H 0.037 -0.002 0.027


| no. | E (eV) |
| --- | --- |
| 1 | -34775.0134 |
| 2 | -57832.5260 |
| 3 | -36621.5516 |
| 4 | -201012.4169 |